Record 1
Density functional theory data (ωB97M-V with the def2-TZVPD basis set) for a structure of composition C33H38ClFeN4S3Se2.

Output
<S²>: 0.7966
LUMO energy (alpha / beta) (eV): -6.49 / -6.52
Highest occupied orbital energy (alpha / beta) (eV): -13.48 / -13.47
Kohn-Sham gap (alpha / beta) (eV): 6.99 / 6.94

ORCA input file:
```
! wB97M-V def2-TZVPD RIJCOSX def2/J DEFGRID3
* xyz 2 2
Se -2.098 2.299 -0.404
Se -2.399 -0.250 1.967
Fe -0.318 0.946 -1.456
Cl 0.597 0.426 -3.541
S -1.353 -1.103 -1.468
S 3.014 6.600 -0.820
S 1.170 0.097 0.083
N 0.909 -2.070 1.579
N 4.229 7.912 -5.003
N -0.581 -3.379 -0.365
N 0.696 2.724 -1.373
C 3.059 8.278 -4.486
C -4.744 -5.794 0.974
C 1.854 -1.504 2.578
C 4.644 -4.048 2.730
C 1.843 4.587 -2.364
C 2.799 -2.547 3.104
C -4.524 -4.421 0.967
C 3.478 7.103 -2.462
C 0.256 -3.346 1.903
C -3.904 -6.634 0.260
C -2.623 -4.733 -0.477
C -1.468 -4.156 -1.255
C 3.582 -3.962 4.887
C -2.841 -6.105 -0.460
C 1.669 4.428 0.007
C 5.033 7.162 -4.258
C 1.144 3.404 -2.441
C 2.131 5.133 -1.112
C 4.546 -4.493 4.043
C 0.139 -4.161 0.647
C -3.779 0.090 0.630
C 4.707 6.727 -2.978
C -3.469 -3.892 0.243
C -2.805 3.404 -1.837
C 3.776 -3.075 2.263
C -0.980 1.169 -3.274
C 2.635 7.905 -3.217
C -0.457 -2.078 -0.418
C -3.817 1.533 0.184
C 0.547 -1.420 0.504
C -3.382 0.384 3.521
C 0.971 3.261 -0.165
C 2.707 -2.992 4.416
H -1.773 0.525 -3.640
H 0.866 -3.863 2.638
H -1.798 -3.500 -2.056
H -4.074 -7.702 0.263
H -2.722 0.283 4.378
H 1.853 4.792 1.009
H -5.182 -3.766 1.523
H -3.582 -0.580 -0.200
H 1.683 8.240 -2.829
H 1.956 -2.575 5.078
H -2.187 -6.764 -1.019
H -3.649 1.430 3.401
H -0.443 -5.061 0.839
H 1.253 -1.065 3.378
H -3.533 4.082 -1.401
H -4.268 -0.227 3.670
H -0.730 -3.137 2.329
H -3.263 2.788 -2.605
H 5.406 -4.452 2.077
H 2.398 -0.704 2.086
H -4.744 -0.180 1.060
H 0.611 2.720 0.699
H 1.119 -4.447 0.257
H 5.986 6.893 -4.699
H 5.394 6.117 -2.408
H -0.861 -4.951 -1.690
H -4.528 1.691 -0.627
H -3.298 -2.821 0.240
H 3.868 -2.713 1.244
H 2.432 8.902 -5.110
H 2.165 5.068 -3.276
H -5.571 -6.206 1.536
H -1.975 3.978 -2.241
H 0.951 2.978 -3.414
H 5.229 -5.247 4.410
H -1.007 2.172 -3.687
H 3.512 -4.299 5.912
H -4.088 2.187 1.012
*
```

---

Record 2
Density functional theory data (ωB97M-V with the def2-TZVPD basis set) for a structure of composition C33H38IrN2O2 at a distorted geometry.

Output
LUMO energy (eV): -4.16
Highest occupied orbital energy (eV): -11.22
Kohn-Sham gap (eV): 7.06

ORCA input file:
```
! wB97M-V def2-TZVPD RIJCOSX def2/J DEFGRID3
* xyz 1 1
Ir -0.300 -0.328 -0.028
O -1.962 -1.178 -1.166
O 0.116 -1.342 -1.790
N -0.239 1.586 -0.455
N -1.173 0.477 1.591
C -3.962 0.022 1.166
C -1.121 -1.590 -2.031
C -3.896 -1.393 3.239
C -2.316 -3.475 -5.619
C 0.218 2.159 -2.821
C -3.225 -0.583 2.334
C -1.996 2.543 2.678
C -3.230 -1.965 4.314
C 2.612 3.352 -2.001
C -2.880 -2.538 -3.483
C 0.616 2.149 -1.485
C 4.888 -1.244 0.407
C -1.878 -1.737 4.493
C -1.158 -0.939 3.608
C 4.233 -0.871 2.808
C -1.856 -0.382 2.542
C -0.781 2.396 0.403
C 1.445 -0.616 0.722
C 2.219 3.421 -3.326
C -1.054 1.528 -3.309
C 1.037 2.822 -3.727
C -0.573 -2.605 -4.217
C 3.734 -3.069 1.694
C -3.269 -3.144 -4.664
C -1.358 1.748 1.592
C 1.822 2.712 -1.054
C -0.954 3.866 0.209
C -1.531 -2.269 -3.263
C -0.970 -3.207 -5.398
C 0.303 -0.679 3.851
C 2.334 2.601 0.361
C 2.532 -1.042 1.051
C 3.846 -1.551 1.489
H 0.470 -2.390 -4.023
H 0.546 -0.867 4.896
H -1.363 -2.169 5.342
H 5.868 -1.599 0.730
H -0.912 0.454 -3.392
H 4.690 -3.462 2.043
H 2.839 3.934 -4.049
H -1.306 1.900 -4.299
H -2.408 1.898 3.449
H 4.274 0.213 2.687
H 0.590 0.344 3.605
H 1.851 1.806 0.925
H 2.972 -3.307 2.438
H 0.919 -1.331 3.232
H 3.511 -1.103 3.592
H 3.548 3.796 -1.686
H -2.624 -3.943 -6.545
H -2.785 3.187 2.291
H -0.235 -3.471 -6.145
H 4.630 -1.737 -0.530
H 0.729 2.874 -4.764
H -0.546 4.425 1.051
H -4.314 -3.359 -4.844
H -3.773 -2.581 5.018
H -4.089 1.102 1.278
H 3.473 -3.567 0.761
H -0.489 4.215 -0.707
H -4.956 -0.412 1.091
H -2.025 4.080 0.166
H -1.239 3.191 3.127
H -1.902 1.714 -2.647
H -3.605 -2.270 -2.726
H 5.216 -1.220 3.129
H 2.215 3.541 0.907
H -3.443 -0.162 0.226
H -4.954 -1.571 3.098
H 3.401 2.379 0.339
H 4.953 -0.171 0.224
*
```

---

Record 3
Density functional theory data (ωB97M-V with the def2-TZVPD basis set) for a structure of composition C33H38O4P2Pt.

Output
LUMO energy (eV): -4.98
Highest occupied orbital energy (eV): -14.49
Kohn-Sham gap (eV): 9.51

ORCA input file:
```
! wB97M-V def2-TZVPD RIJCOSX def2/J DEFGRID3
* xyz 2 1
Pt 0.135 -0.410 0.661
P 1.991 1.942 1.674
P -0.799 1.722 2.800
O -1.036 -2.055 0.672
O -1.033 0.371 2.100
O 1.264 1.241 0.513
O 1.261 -1.252 -0.807
C 4.735 1.759 1.508
C 2.197 3.651 1.237
C -1.823 5.303 0.193
C 1.154 -0.631 -2.140
C -3.156 1.818 6.681
C -1.976 1.086 6.610
C 2.463 -0.977 -2.815
C -1.694 1.794 4.328
C 2.787 4.534 2.145
C -2.505 -2.010 0.699
C 2.918 5.870 1.811
C -2.883 2.522 4.401
C -2.900 -3.373 1.230
C 4.854 -0.610 2.968
C 6.014 -0.048 2.443
C -0.542 -3.392 0.993
C -0.985 4.411 2.258
C 3.635 0.011 2.765
C -3.610 2.531 5.581
C 2.468 6.322 0.575
C 3.450 -0.923 -1.648
C 5.954 1.130 1.713
C 2.672 -1.589 -0.534
C -2.060 4.021 -0.281
C -1.286 5.501 1.461
C 3.571 1.205 2.038
C 0.975 1.847 3.179
C -1.221 3.119 1.781
C -1.246 1.068 5.436
C -1.754 -4.272 0.767
C 1.743 4.104 0.001
C 1.886 5.444 -0.327
C -1.757 2.923 0.512
H -1.943 1.919 0.151
H -1.629 0.531 7.470
H 2.916 -1.235 0.464
H -3.724 1.831 7.602
H -0.214 -3.391 2.033
H 2.739 -2.676 -0.572
H 4.383 -1.443 -1.853
H -2.490 3.876 -1.263
H 1.252 0.964 3.757
H -2.065 6.158 -0.425
H 3.676 0.112 -1.385
H 1.541 5.802 -1.288
H -1.692 -5.202 1.327
H 1.172 2.725 3.798
H -4.530 3.096 5.642
H -3.237 3.082 3.545
H 2.425 -1.976 -3.249
H -0.333 0.487 5.388
H -0.583 4.568 3.253
H 2.578 7.366 0.315
H -1.853 -4.510 -0.292
H 0.296 -3.593 0.331
H 1.277 3.413 -0.690
H -2.833 -1.842 -0.327
H -3.868 -3.687 0.846
H 3.377 6.558 2.508
H 1.039 0.443 -1.995
H 3.155 4.181 3.102
H -2.952 -3.356 2.319
H -1.110 6.503 1.828
H 2.700 -0.268 -3.605
H 0.266 -1.049 -2.608
H 4.693 2.681 0.941
H 4.907 -1.527 3.539
H 2.738 -0.446 3.170
H -2.799 -1.178 1.331
H 6.967 -0.531 2.610
H 6.858 1.565 1.309
*
```